# 1
{"formula": "C31H44BN7O4Ti", "method": "ωB97M-V/def2-TZVPD", "symbols": ["Ti", "C", "C", "C", "C", "N", "N", "B", "N", "N", "C", "C", "C", "C", "C", "C", "C", "C", "N", "N", "C", "C", "C", "C", "C", "C", "C", "C", "C", "C", "C", "C", "H", "H", "H", "H", "H", "H", "H", "H", "H", "H", "H", "H", "H", "H", "H", "H", "H", "H", "H", "H", "H", "H", "H", "H", "H", "H", "H", "H", "H", "H", "H", "H", "H", "H", "H", "H", "H", "H", "H", "H", "O", "C", "O", "C", "C", "C", "C", "C", "N", "C", "O", "O", "H", "H", "H", "H"], "xyz": [[0.09497, -0.36115, -0.49361], [-2.03718, 3.80587, 2.54751], [-0.90885, 3.26338, 1.75375], [0.21924, 3.91854, 1.30829], [1.07674, 2.95382, 0.75710], [0.47550, 1.76051, 0.74500], [-0.76200, 1.94031, 1.44528], [-1.75957, 0.71575, 1.56314], [-2.43251, 0.47267, 0.13341], [-1.60565, 0.41525, -1.04498], [-2.45663, 0.38040, -2.11392], [-3.76385, 0.36790, -1.62374], [-3.71559, 0.47109, -0.22410], [-4.78659, 0.61866, 0.80858], [-2.14273, 0.43609, -3.55794], [-3.50029, 0.65127, -4.21001], [-1.24713, 1.66828, -3.78799], [-1.51942, -0.83929, -4.12849], [-0.98067, -0.59840, 1.98124], [0.37982, -0.80369, 1.49676], [0.86036, -1.80874, 2.27024], [-0.14458, -2.35302, 3.06802], [-1.30356, -1.60270, 2.83285], [-2.67105, -1.67822, 3.43622], [2.31603, -2.17359, 2.34019], [3.04911, -1.90869, 1.04048], [2.90989, -1.31635, 3.44380], [2.28605, -3.61062, 2.80905], [2.45588, 3.30676, 0.40328], [2.30990, 4.38003, -0.66744], [3.10264, 3.99411, 1.61233], [3.22306, 2.05759, -0.01210], [-1.87966, 4.89191, 2.66613], [-2.05065, 3.29167, 3.56380], [-2.99119, 3.62048, 2.02468], [0.51612, 4.95758, 1.43143], [-2.63285, 0.93401, 2.42336], [-4.66276, 0.39070, -2.23373], [-5.77807, 0.51117, 0.28058], [-4.69037, 1.62825, 1.24648], [-4.69407, -0.15803, 1.60618], [-3.95552, 1.57028, -3.84176], [-4.16382, -0.20018, -3.96533], [-3.41204, 0.75184, -5.30804], [-1.77158, 2.55304, -3.37482], [-1.06956, 1.85655, -4.86861], [-0.27387, 1.55805, -3.28589], [-1.92095, -1.72863, -3.63372], [-0.42986, -0.82799, -4.02204], [-1.77135, -0.95268, -5.19819], [0.03801, -3.14760, 3.77138], [-2.80950, -2.65402, 3.97974], [-3.45674, -1.58206, 2.67344], [-2.78885, -0.87102, 4.19136], [2.65558, -0.98811, 0.56911], [2.93930, -2.75887, 0.32266], [4.13107, -1.72774, 1.20191], [2.95822, -0.22834, 3.16737], [3.93098, -1.61362, 3.73177], [2.25169, -1.39120, 4.32805], [1.69010, -4.26731, 2.14442], [1.89628, -3.67614, 3.83367], [3.31686, -3.99340, 2.87831], [1.63193, 5.19351, -0.32820], [1.86083, 3.93323, -1.56710], [3.27512, 4.81881, -0.95233], [2.42685, 4.74766, 2.04728], [4.00468, 4.55776, 1.29910], [3.40496, 3.28632, 2.36684], [2.81910, 1.66981, -0.95925], [3.18752, 1.28066, 0.78417], [4.29284, 2.30010, -0.22767], [-1.17749, -4.61386, -0.13727], [-0.70412, -3.41554, -0.50715], [-1.11110, -2.30187, -0.09227], [0.41198, -3.36000, -1.48808], [1.12589, -4.43397, -1.96224], [2.19230, -4.16072, -2.82390], [2.50835, -2.84666, -3.14443], [1.78107, -1.78859, -2.54548], [0.80710, -2.02199, -1.65537], [2.05398, -0.29164, -2.73788], [2.80155, 0.25621, -3.50347], [1.26312, 0.42290, -1.85740], [-1.88676, -4.49515, 0.53381], [0.81935, -5.44195, -1.69499], [2.77059, -4.98280, -3.23015], [3.29808, -2.58465, -3.85253]], "forces_ev_per_angstrom": [[1.162, 1.730, -0.070], [-0.240, -0.388, 0.790], [0.727, -0.537, -0.203], [-0.181, -0.100, 0.374], [-1.600, -0.188, 0.531], [-1.575, -0.609, 0.278], [0.434, -1.039, -0.960], [-0.053, 0.956, 0.641], [1.063, 0.107, -0.427], [-0.740, -0.316, 1.481], [-1.348, -0.456, 1.231], [-0.044, 0.340, 0.100], [0.987, -0.250, 0.031], [-0.852, -0.324, -0.590], [0.307, 0.502, -0.781], [-0.382, -0.131, -1.101], [-0.022, 0.465, -0.242], [0.065, -0.367, -0.128], [1.288, -0.136, -1.212], [-1.948, -0.209, 1.392], [-0.273, 0.433, -0.698], [-0.202, 0.467, -0.290], [0.625, 1.003, -0.111], [-0.030, -0.612, 0.876], [-0.637, -0.012, 0.050], [0.279, -0.368, -0.947], [0.012, 1.405, 0.835], [1.186, -1.138, 0.076], [0.618, 0.118, -0.092], [-0.041, 0.285, -1.049], [0.452, 0.825, -0.091], [1.039, 0.104, -0.621], [-0.259, -0.578, 0.090], [-0.160, 0.793, -1.214], [0.254, 0.167, 0.395], [-0.559, -0.367, 0.155], [0.715, -0.197, -0.958], [0.332, -0.045, 0.590], [0.977, 0.192, 0.815], [-0.270, -0.524, -0.038], [-0.140, 0.746, -0.650], [-0.068, -0.015, -0.093], [0.268, 0.421, -0.565], [0.046, -0.185, 0.542], [0.427, -0.313, -0.227], [-0.152, -0.248, 0.633], [-0.340, 0.119, -0.185], [0.035, -0.012, 0.022], [-0.105, -0.065, -0.066], [0.272, 0.223, 0.457], [-0.527, 0.074, -0.001], [0.187, 0.967, -0.598], [0.294, -0.008, 0.277], [-0.025, -0.427, -0.513], [0.254, -0.226, 0.101], [0.088, 0.574, 0.419], [-0.611, -0.235, -0.058], [-0.119, -0.931, 0.101], [-0.395, -0.129, -0.230], [0.483, 0.106, -0.177], [0.357, 0.276, 0.320], [0.105, -0.044, -0.373], [-0.328, -0.049, -0.172], [0.621, -0.506, -0.252], [0.086, 0.229, 0.088], [-0.202, -0.134, 0.121], [0.371, -0.419, -0.033], [-0.370, -0.465, 0.045], [-0.014, -0.250, 0.421], [0.127, 0.045, 0.506], [0.006, 0.482, -0.490], [-0.736, -0.149, 0.350], [0.393, 1.946, -0.261], [-0.826, 1.059, 0.682], [0.167, -1.995, -0.618], [0.722, 1.531, 1.079], [-0.513, 0.435, -0.228], [0.349, 0.271, -0.124], [-0.370, 0.637, -0.041], [0.328, -0.453, 0.312], [0.150, -2.081, -1.083], [-0.156, 1.489, 0.276], [-0.905, -1.451, 0.869], [-0.542, -1.910, 0.746], [0.327, -0.058, -0.346], [0.088, 0.156, -0.121], [0.000, 0.118, -0.041], [-0.210, -0.149, 0.268]], "lumo_energy_ev": -7.99, "e_homo_ev": -13.70, "gap_ev": 5.71, "charge": 2}

# 2
{"formula": "C5H7N2", "method": "ωB97M-V/def2-TZVPD", "symbols": ["C", "C", "C", "N", "C", "C", "N", "H", "H", "H", "H", "H", "H", "H"], "xyz": [[1.91912, 1.55548, -2.23943], [1.54115, 0.91465, -1.30046], [1.12413, 0.02574, -0.29334], [0.60903, -1.40292, -0.86143], [-0.39178, -1.73937, -0.20995], [-1.02304, -0.71364, 0.73975], [-0.13181, 0.50316, 0.50712], [2.08799, 2.25875, -2.99484], [1.99203, -0.04238, 0.48159], [-1.00050, -2.72390, -0.36728], [-2.03811, -0.33714, 0.36528], [-1.00119, -1.20420, 1.81402], [-0.42510, 1.16876, -0.17431], [0.11760, 0.85456, 1.42370]], "forces_ev_per_angstrom": [[-0.700, -0.066, 0.940], [-0.034, 0.513, -1.230], [0.451, -3.356, 1.998], [2.499, 2.179, 0.712], [-3.020, -0.885, 0.186], [-0.818, -0.384, -0.146], [1.576, -2.005, 0.422], [0.490, 0.382, -0.782], [-1.538, -0.658, -1.321], [1.495, 1.724, 0.125], [1.106, -1.229, 1.007], [-0.156, 1.821, -1.887], [-1.493, 1.087, 0.140], [0.141, 0.875, -0.164]], "lumo_energy_ev": -3.76, "smiles": "C#C[C@@H]1N=CC[NH2+]1", "e_homo_ev": -14.74, "relative_energy_ev": 4.794, "gap_ev": 10.98, "charge": 1}

# 3
{"formula": "C2H4FNO", "method": "ωB97M-V/def2-TZVPD", "symbols": ["C", "N", "F", "C", "O", "H", "H", "H", "H"], "xyz": [[-0.77496, -0.79932, -0.00371], [-0.20607, 0.39167, -0.48217], [-0.91061, 1.49100, 0.05741], [1.33154, 0.72234, 0.01150], [2.21409, -0.00408, -0.02912], [-1.69823, -1.14519, -0.69219], [-0.02570, -1.58972, -0.34502], [-1.10319, -0.73804, 1.03253], [1.17312, 1.67133, 0.45078]], "forces_ev_per_angstrom": [[-1.547, -2.537, -2.562], [3.500, 1.455, -0.192], [-0.199, 0.023, 0.142], [-6.005, -0.075, -0.288], [2.407, -1.962, -0.519], [1.651, 1.115, 1.612], [-0.671, 0.802, 1.291], [0.358, -0.463, 0.152], [0.506, 1.641, 0.364]], "lumo_energy_ev": 0.89, "smiles": "CN(F)C=O", "e_homo_ev": -9.59, "relative_energy_ev": 3.618, "gap_ev": 10.48, "charge": 0}

# 4
{"formula": "C9H4AuF6N3O7S2", "method": "ωB97M-V/def2-TZVPD", "symbols": ["Au", "F", "C", "F", "F", "S", "O", "O", "N", "S", "O", "O", "C", "F", "F", "F", "O", "N", "O", "O", "N", "C", "C", "C", "C", "C", "C", "C", "H", "H", "H", "H"], "xyz": [[-0.11667, -0.33882, 0.83342], [-2.19490, 0.59827, -4.33672], [-1.87634, 1.86630, -4.07622], [-1.34841, 2.40085, -5.19612], [-3.01137, 2.53131, -3.80991], [-0.65056, 2.04079, -2.67742], [-1.30421, 1.50065, -1.52734], [-0.38319, 3.45197, -2.69969], [0.51559, 1.20566, -3.33178], [1.42358, 0.12593, -2.60771], [2.71027, 0.10060, -3.24519], [1.43268, 0.09386, -1.16864], [0.66861, -1.44925, -3.26207], [0.76998, -1.38375, -4.61257], [-0.61430, -1.57937, -2.96129], [1.33945, -2.52313, -2.86081], [-0.05215, -2.73730, -0.18700], [-1.28393, -2.95814, -0.04037], [-1.73766, -4.11188, -0.16286], [-2.04156, -1.99498, 0.23300], [0.31344, 0.23235, 8.27993], [0.23945, 0.15096, 7.13089], [0.15677, 0.05699, 5.71519], [0.84356, -0.94956, 5.02618], [0.77477, -1.01655, 3.64753], [0.04023, -0.10099, 2.86847], [-0.64907, 0.88486, 3.59989], [-0.60362, 0.97192, 4.97862], [1.42505, -1.67000, 5.59053], [1.30911, -1.81614, 3.14803], [-1.24630, 1.61279, 3.06337], [-1.15358, 1.74377, 5.50561]], "forces_ev_per_angstrom": [[0.248, -0.088, 0.854], [0.011, 0.045, 0.066], [0.402, 0.113, -0.065], [-0.215, -0.113, 0.099], [0.101, -0.037, 0.077], [-0.391, 0.224, -0.677], [0.029, -0.351, 0.256], [0.147, 0.022, 0.029], [0.198, -0.102, 0.738], [0.303, -0.197, -0.625], [0.002, 0.102, -0.038], [-0.612, 0.073, -0.217], [0.098, 0.239, -0.239], [-0.094, -0.136, 0.216], [0.012, 0.020, 0.141], [-0.025, 0.118, 0.066], [-0.295, -0.054, -0.046], [-0.100, -0.167, -0.075], [0.164, 0.397, 0.062], [0.104, -0.308, -0.238], [-0.014, -0.013, -0.105], [0.013, 0.038, 0.494], [-0.018, -0.060, -0.573], [-0.063, 0.136, 0.169], [0.069, -0.075, -0.191], [-0.147, 0.150, -0.156], [-0.043, 0.088, -0.146], [0.084, -0.069, 0.186], [0.007, -0.010, -0.040], [0.001, 0.012, 0.002], [0.014, -0.017, 0.009], [0.011, 0.019, -0.033]], "lumo_energy_ev": 4.94, "e_homo_ev": -2.52, "relative_energy_ev": 0.107, "gap_ev": 7.46, "charge": -2}

Q: Among the records above, which one has the lowest charge?
A: C9H4AuF6N3O7S2

Q: Which of these has the lowest charge?
A: C9H4AuF6N3O7S2

Q: Which of these has the lowest charge?
A: C9H4AuF6N3O7S2

Q: charge of number 1 (C31H44BN7O4Ti)?
A: +2